(1)
# CH8N5

A cluster of 2 separate species, CH8N5 in total in a non-equilibrium geometry (wB97M-V/def2-TZVPD, the OMol25 dataset).

Properties
Energy above the lowest of the compared OMol25 structures with the same formula, charge and spin, kcal/mol: 70.82
E_LUMO (spin up / spin down), Ha: -0.1939 / -0.1939
HOMO level (spin up / spin down), eV: -13.62 / -13.62
Gap between HOMO and LUMO (spin up / spin down), eV: 8.340 / 8.341
Charge: +1

Structure (XYZ):
```
14
CH8N5 wB97M-V/def2-TZVPD
C 1.1115 -0.0044 -0.0167
N 0.0400 -0.6432 -0.3493
N 0.9412 1.3804 -0.0334
N 2.2871 -0.5913 0.2734
N -2.6204 -0.2602 0.3378
N -1.8057 0.5066 -0.3339
H 0.0837 -1.7062 -0.6178
H 0.0519 1.8440 -0.0622
H 1.7785 1.9177 0.2495
H 2.9929 -0.0376 0.7548
H 2.5195 -1.5296 -0.0668
H -2.4063 -0.2517 1.3028
H -2.9021 -1.0297 -0.1648
H -2.0718 0.4051 -1.2735
```

***

(2)
# C4H2O2

An isolated molecule of C4H2O2 (wB97M-V/def2-TZVPD, the OMol25 dataset).

Properties
Energy above the lowest of the compared OMol25 structures with the same formula, charge and spin, kcal/mol: 7.48
E_LUMO, Ha: -0.0372
HOMO level, eV: -10.37
Gap between HOMO and LUMO, eV: 9.356
Structure (SMILES): C#CC(=O)C=O

Structure (XYZ):
```
8
C4H2O2 wB97M-V/def2-TZVPD
C 2.0799 -0.1170 -0.4291
C 0.9876 0.2509 -0.0780
C -0.3712 0.6594 0.2250
O -0.7143 1.7856 0.5088
C -1.4243 -0.4509 0.1697
O -1.1760 -1.5953 0.4436
H 3.0512 -0.4414 -0.7361
H -2.4328 -0.0914 -0.1040
```

***

Repeat the second record exactly.
# C4H2O2

An isolated molecule of C4H2O2 (wB97M-V/def2-TZVPD, the OMol25 dataset).

Properties
Energy above the lowest of the compared OMol25 structures with the same formula, charge and spin, kcal/mol: 7.48
E_LUMO, Ha: -0.0372
HOMO level, eV: -10.37
Gap between HOMO and LUMO, eV: 9.356
Structure (SMILES): C#CC(=O)C=O

Structure (XYZ):
```
8
C4H2O2 wB97M-V/def2-TZVPD
C 2.0799 -0.1170 -0.4291
C 0.9876 0.2509 -0.0780
C -0.3712 0.6594 0.2250
O -0.7143 1.7856 0.5088
C -1.4243 -0.4509 0.1697
O -1.1760 -1.5953 0.4436
H 3.0512 -0.4414 -0.7361
H -2.4328 -0.0914 -0.1040
```